Record 1
Density functional theory data (ωB97M-V with the def2-TZVPD basis set) for C34H54FeN3O2P2 as an isolated structure at a distorted geometry.

Each line ends with the Löwdin charge.
Element x y z (Å)
C1 -3.214183 0.156269 0.256047  -0.31
C2 -2.246301 -0.425477 -1.835110  -0.29
C3 -4.504381 0.103496 -0.266992  0.00
C4 -3.541310 -0.405904 -2.407568  -0.01
C5 -4.655691 -0.207654 -1.615328  -0.03
H1 -5.322651 0.385624 0.385751  0.13
H2 -3.614850 -0.718461 -3.457204  0.13
H3 -5.651064 -0.260167 -2.033660  0.12
N1 -2.132805 -0.164223 -0.472250  0.01
P1 -1.157923 1.135486 1.902692  1.14
P2 0.260688 -1.779975 -1.493961  1.16
C6 -2.924694 0.590770 1.683861  -0.24
H4 -3.601320 1.420674 1.952385  0.09
H5 -3.113246 -0.265362 2.362880  0.10
C7 -0.973229 -0.785068 -2.457974  -0.15
H6 -0.915433 -0.853623 -3.564615  0.09
C8 2.022844 -1.585197 -2.290118  -0.62
C9 -0.432830 -3.546242 -1.674560  -0.64
C10 -1.260122 2.996607 1.440676  -0.63
C11 -0.886977 0.963807 3.780955  -0.65
C12 2.909475 -0.598910 -1.503144  -0.09
H7 2.981536 -0.827583 -0.429111  0.06
H8 3.922554 -0.638366 -1.941529  0.10
H9 2.557386 0.436757 -1.591693  0.06
C13 2.724335 -2.940141 -2.297932  -0.09
H10 2.881336 -3.322496 -1.283005  0.09
H11 2.195812 -3.687611 -2.894745  0.07
H12 3.717710 -2.816827 -2.746356  0.10
C14 1.887332 -1.012525 -3.709267  -0.08
H13 2.899875 -0.934192 -4.146274  0.10
H14 1.282999 -1.651025 -4.370109  0.08
H15 1.449835 -0.000194 -3.695815  0.06
C15 0.380107 -4.583530 -0.860531  -0.09
H16 0.575242 -4.238848 0.181701  0.07
H17 -0.235853 -5.521118 -0.807971  0.11
H18 1.326249 -4.856815 -1.361970  0.06
C16 -1.858625 -3.514743 -1.093054  -0.09
H19 -1.867983 -3.170276 -0.048651  0.07
H20 -2.538967 -2.898776 -1.691508  0.07
H21 -2.247388 -4.544718 -1.088769  0.10
C17 -0.467145 -3.973421 -3.159762  -0.07
H22 -0.226988 -3.180500 -3.883363  0.06
H23 0.216620 -4.815411 -3.334725  0.08
H24 -1.472564 -4.350308 -3.408768  0.09
C18 0.461920 1.619463 4.127690  -0.09
H25 0.770216 1.257713 5.120288  0.10
H26 1.244742 1.344423 3.404959  0.07
H27 0.381567 2.715426 4.189960  0.07
C19 -0.835534 -0.538584 4.117043  -0.10
H28 -1.717018 -1.094800 3.736546  0.08
H29 0.088001 -1.006185 3.732119  0.05
H30 -0.830016 -0.630942 5.224345  0.10
C20 -2.015333 1.595767 4.630716  -0.08
H31 -1.895779 1.204180 5.659088  0.09
H32 -1.927178 2.690931 4.700784  0.06
H33 -3.027492 1.322910 4.277088  0.08
C21 -1.981192 3.154622 0.059881  -0.07
H34 -2.112204 4.249595 -0.092448  0.10
H35 -1.363218 2.760104 -0.787727  0.07
H36 -3.008302 2.678396 0.038455  0.09
C22 0.191258 3.509034 1.358664  -0.10
H37 0.817985 2.884258 0.702806  0.06
H38 0.165834 4.531266 0.956648  0.10
H39 0.646121 3.551783 2.357577  0.06
C23 -2.051729 3.875379 2.442895  -0.09
H40 -3.083101 3.507211 2.628966  0.09
H41 -1.512744 4.026891 3.398308  0.07
H42 -2.133197 4.874206 1.981966  0.09
Fe1 -0.345068 -0.277676 0.251622  0.24
C24 -0.020959 -1.717289 1.238058  -0.20
O1 0.104584 -2.709446 1.924852  0.04
N2 0.420888 1.184466 -0.873843  0.04
C25 0.254513 1.308229 -2.069886  -0.25
C26 0.216685 2.136139 -3.233722  -0.26
C27 1.095817 3.249061 -3.254389  -0.05
C28 -0.730893 1.939837 -4.274660  -0.07
C29 1.039121 4.133522 -4.335242  -0.09
H43 1.773414 3.392637 -2.388791  0.12
C30 -0.768882 2.815325 -5.361408  -0.09
H44 -1.442750 1.097781 -4.154758  0.09
C31 0.120019 3.904072 -5.376357  -0.11
H45 1.700103 5.018869 -4.386900  0.11
H46 -1.516906 2.599468 -6.151103  0.11
H47 0.083450 4.567744 -6.222090  0.09
C32 4.876316 -0.364357 3.091999  -0.03
N3 3.829578 -1.323466 3.406557  -0.18
C33 4.040116 -2.302466 4.457561  -0.04
C34 2.688884 -1.297471 2.693996  -0.32
O2 2.474337 -0.527527 1.738722  -0.04
H48 5.692205 -0.519876 3.811727  0.09
H49 4.510713 0.678382 3.165932  0.10
H50 5.265432 -0.502813 2.064718  0.10
H51 3.336365 -2.139538 5.281390  0.09
H52 3.869275 -3.309655 4.068425  0.09
H53 5.066628 -2.199887 4.815000  0.09
H54 1.966001 -2.030915 3.076419  0.12

Atomic forces in eV per Å
0.7 0.0 0.0
0.4 -0.1 1.2
0.5 0.3 0.1
1.0 -0.6 -0.7
0.0 0.2 0.2
-0.1 -0.2 -0.2
-0.2 0.4 0.4
0.0 0.0 -0.1
-1.9 -0.3 -1.6
-0.9 1.0 0.3
-0.2 1.0 -0.3
-0.3 -0.2 0.1
0.2 -0.4 0.0
0.0 0.5 -0.2
-0.9 -1.1 -0.9
-0.2 0.2 0.8
-0.3 0.5 0.0
0.3 0.1 0.1
-0.1 -0.3 -0.1
-0.2 0.1 -0.4
0.0 0.2 0.3
0.0 0.0 -0.4
-0.4 -0.1 0.1
0.1 -0.4 0.0
0.1 -0.2 -0.1
-0.1 0.0 -0.2
0.1 0.1 0.1
-0.2 0.1 0.0
-0.1 -0.1 -0.3
-0.4 -0.1 0.2
0.2 0.1 0.1
0.2 -0.5 0.0
-0.1 -0.4 0.3
-0.1 -0.4 -0.8
0.5 0.8 0.0
-0.5 0.2 0.4
-0.1 -0.1 0.1
0.0 0.0 -0.3
0.1 -0.2 0.2
0.1 0.3 -0.1
-0.3 -0.3 -0.3
-0.1 -0.2 0.3
-0.1 0.3 0.0
0.3 0.2 0.0
0.0 -0.1 0.2
0.0 0.1 -0.2
-0.2 0.1 0.2
0.0 -0.4 -0.1
0.2 -0.1 0.1
0.5 0.2 0.2
-0.5 0.2 0.2
0.0 0.0 -0.6
0.0 0.0 0.2
-0.2 0.2 -0.4
-0.2 -0.6 -0.1
0.5 0.1 0.2
0.0 -0.2 -0.3
0.0 -0.7 0.0
-0.6 0.3 0.8
1.1 0.6 0.0
0.0 0.1 -0.1
-0.3 0.3 0.2
0.1 -0.2 0.0
-0.1 0.1 -0.4
0.1 0.0 0.1
0.6 0.2 0.0
-0.4 -0.2 -0.5
-0.1 -0.3 0.2
2.6 0.4 1.5
0.3 -5.8 4.2
-0.5 5.2 -3.8
-0.8 -0.7 -0.6
1.1 1.4 -0.6
-1.0 -0.3 1.1
0.5 0.6 -0.2
-0.2 -0.2 -0.2
0.0 -0.4 0.2
-0.4 0.0 -0.8
-0.1 -0.7 0.7
0.5 0.8 -0.4
-0.2 -0.2 -0.2
-0.5 -0.7 0.1
0.7 0.5 0.5
0.1 0.2 -0.1
0.4 0.4 -0.2
-0.3 0.5 -0.7
-0.4 -0.2 0.1
0.7 0.7 -0.3
-0.1 -0.9 1.2
-0.2 0.2 -0.4
0.1 -0.6 0.0
-0.2 0.0 0.5
0.3 0.0 0.0
0.2 0.0 0.1
-0.3 -0.2 0.0
-0.1 0.0 -0.3

Output
charge = +1
frontier orbital gap (spin up / spin down) = 3.86 / 6.22 eV
energy above the lowest of the compared OMol25 structures with the same formula, charge and spin = 3.122 eV
LUMO (spin up / spin down) = -2.827 / -4.329 eV
electronic energy = -3588.7756 hartree
F_max = 7.1 eV/A
multiplicity = 5

Record 2
Density functional theory data (ωB97M-V with the def2-TZVPD basis set) for a 2-piece molecular cluster, C5H9O5 overall at a distorted geometry.

Each line ends with the Löwdin charge.
Element x y z (Å)
O1 -0.776924 -3.163900 4.216965  -0.08
O2 -1.595594 -4.118909 3.516829  -0.04
H1 -0.615457 -2.361900 3.635620  0.11
O3 -1.775190 -1.366247 0.814634  -0.04
C1 -0.771172 -0.667797 0.589531  -0.24
C2 -0.561863 -0.091164 -0.730204  -0.22
C3 0.341255 0.882992 -1.067041  -0.19
C4 0.196596 1.277048 -2.477436  -0.04
C5 1.269390 1.557414 -0.119158  -0.19
O4 1.901190 0.609926 0.734626  -0.07
O5 -1.458203 -0.499570 -1.660557  0.10
H2 0.025593 -0.439949 1.319707  0.10
H3 0.961806 2.025451 -2.637376  0.07
H4 0.397010 0.460161 -3.192753  0.11
H5 -0.770405 1.757654 -2.703068  0.11
H6 2.062070 1.956445 -0.764527  0.13
H7 0.721535 2.301185 0.490135  0.14
H8 2.570242 1.006141 1.300051  0.09
H9 -2.121878 -1.124980 -1.265980  0.15

Atomic forces in eV per Å
-1.7 -1.7 -1.8
2.4 3.1 1.6
-0.7 -1.4 0.1
-0.4 -0.5 0.1
1.0 1.0 -1.1
-4.5 -4.8 3.2
2.0 2.1 -1.9
1.1 1.2 -0.5
0.4 -0.5 -0.4
-0.2 -0.6 0.2
0.5 0.5 0.4
-0.5 -0.2 0.0
0.2 0.3 -0.5
-0.4 0.2 0.3
0.2 -0.4 0.0
-0.3 0.8 0.3
0.3 0.1 -0.3
-0.1 0.3 -0.2
0.9 0.5 0.4

Output
frontier orbital gap (spin up / spin down) = 6.83 / 7.15 eV
energy above the lowest of the compared OMol25 structures with the same formula, charge and spin = 2.582 eV
LUMO (spin up / spin down) = 0.474 / -2.411 eV
electronic energy = -571.8164 hartree
F_max = 7.3 eV/A
multiplicity = 4